Record 1
115
Properties=species:S:1:pos:R:3:forces:R:3 method="wB97M-V/def2-TZVPD" s2=1.778 total_energy_ev=-337445.313 total_charge=-2 multiplicity=2 homo_lumo_gap_ev="2.339 / 2.204"
Rb -10.632995 -22.314203 -14.192954 -1.137 0.541 1.057
C -1.866708 -18.652983 -16.635728 3.365 0.797 -2.151
C -1.007746 -17.563372 -16.629856 -1.140 -1.479 0.140
N -1.427901 -16.474147 -15.913273 1.683 1.058 1.001
C -0.649820 -15.308840 -16.332404 -2.689 2.228 1.350
C -0.535973 -15.174588 -17.884070 -4.169 -2.132 2.091
C 0.661442 -14.858614 -18.402696 0.521 0.953 -2.897
C 0.756576 -15.349229 -19.778674 0.010 -0.649 -1.223
C -0.377804 -16.160684 -20.342303 1.850 3.487 1.406
C -1.660525 -15.922313 -19.792429 0.285 -1.625 -0.994
C -2.970564 -16.336910 -20.648028 1.893 -0.984 3.243
N -3.918968 -17.092082 -19.810688 -1.700 -0.177 -2.158
C -4.127487 -17.404751 -18.541157 -1.026 1.615 5.053
C -3.751013 -18.584749 -17.780845 -3.312 -1.823 -0.269
N -2.479482 -19.066412 -17.882132 4.209 -1.728 0.712
N -1.697796 -15.613289 -18.527963 1.363 1.952 1.392
H -2.343179 -18.904224 -15.729886 -0.968 0.379 0.419
H -2.073670 -19.790604 -18.471484 -1.012 0.146 0.517
H -10.184763 -14.536731 -5.981105 -0.129 -0.243 0.622
H 0.012767 -17.366172 -17.170515 -2.584 -0.570 0.190
H -2.305867 -16.386997 -15.339504 1.525 -0.364 -1.618
H 0.383521 -15.367214 -15.927428 -0.661 0.615 0.076
H -1.375516 -14.451262 -15.908797 2.392 -1.135 -0.805
H 1.241381 -14.112677 -17.746087 -0.047 -1.627 -1.631
H 1.696226 -15.108538 -20.489992 -2.176 -0.979 1.952
H -4.792631 -15.556326 -0.430365 1.012 -0.588 2.008
H -2.574925 -17.187884 -21.267587 -0.390 1.894 -0.851
H -3.565292 -15.440573 -20.940891 1.158 -0.711 -0.878
H -4.853198 -16.989927 -20.184419 0.141 0.357 -0.694
H -15.654529 -16.784249 -16.823625 0.454 4.184 -0.017
H -4.949700 -16.951377 -17.894414 0.443 0.258 -1.535
H -4.566008 -19.297542 -18.099798 0.634 -0.395 -0.173
H -4.021750 -18.606018 -16.678984 -0.103 1.033 -1.244
H -0.322559 -16.755070 -21.218040 0.554 -0.038 -0.940
C -9.946031 -16.577770 -2.706660 -0.506 2.240 3.520
C -10.868796 -16.595939 -3.832500 0.514 -2.444 -2.107
Ge -11.281045 -15.144216 -5.028069 -0.786 0.340 0.412
C -12.476057 -16.050626 -6.303863 -1.762 -0.508 -1.161
C -13.831939 -15.403627 -6.798430 0.056 0.677 -0.479
C -12.339071 -13.994800 -3.840570 1.511 -0.421 0.895
C -12.294628 -12.643981 -4.141696 -2.167 3.446 -0.639
Ge -10.206023 -12.201197 -4.346893 -1.902 -0.168 1.777
C -9.813772 -11.892286 -6.200601 -0.325 0.162 -0.324
C -10.738821 -11.969415 -7.166121 1.369 0.375 0.180
C -15.352291 -15.352704 -3.777035 0.333 1.328 1.210
C -15.545296 -16.801721 -4.062492 -1.174 1.892 -1.737
C -13.418945 -11.659886 -4.054283 4.069 -1.533 0.918
C -13.205113 -10.295232 -4.629226 -1.811 -1.689 1.291
C -14.307168 -9.487972 -4.664282 0.968 2.784 -0.654
C -15.342915 -9.454914 -3.654361 -0.544 -2.704 -3.024
C -15.538319 -10.677668 -3.133619 0.586 -1.385 6.938
C -14.628068 -12.018771 -3.106036 -2.657 3.181 -5.680
H -9.848226 -17.462162 -1.947909 -0.313 1.272 -1.766
H -10.625404 -15.720176 -2.098186 2.194 -1.729 -0.601
H -8.902555 -16.074145 -2.814365 -1.737 -0.813 -0.116
H -11.242208 -17.565092 -4.273969 0.430 0.718 0.913
H -1.546627 -10.133255 -3.919319 -0.516 -0.055 -0.261
H -12.658352 -17.053956 -5.853024 -0.154 0.553 -0.278
H -12.057204 -16.255707 -7.299569 0.787 -0.126 0.493
H -13.624392 -14.489737 -7.452183 -0.199 -1.316 0.661
H -14.548926 -15.049901 -6.071451 0.357 0.302 0.816
H -14.490497 -16.114763 -7.345148 0.879 0.177 -0.230
H -12.639545 -14.419078 -2.813001 0.078 0.531 -1.625
H -8.730853 -11.757535 -6.327825 -0.332 -0.290 -0.785
H -2.787289 -21.572554 -11.655043 -0.708 2.809 2.624
H -11.789413 -11.922965 -6.915470 -0.158 -0.442 -0.080
H -10.400350 -12.029510 -8.191024 -0.402 0.230 -0.444
H -4.432449 -15.765126 0.279418 -1.015 0.589 -2.009
H -14.389711 -14.795826 -3.810223 -0.933 -0.620 -0.109
H -16.222096 -14.831068 -3.283057 1.075 -0.543 -0.578
H -16.544920 -16.634125 -4.545510 0.233 -1.510 0.519
H -15.570533 -17.368136 -3.148129 -0.138 -0.729 0.122
H -14.913873 -17.183988 -4.876373 0.196 -0.092 0.682
H -12.229616 -9.886416 -4.932138 -0.419 -0.968 -0.600
H -14.370199 -8.604656 -5.317273 0.789 -0.143 0.188
H -16.168467 -8.772691 -3.891829 0.357 0.168 1.119
H -16.026175 -10.785665 -2.087516 -0.703 0.534 -1.930
H -14.243408 -12.441273 -2.173062 -0.935 0.006 -0.036
Br -2.473969 -20.395986 -13.891247 -0.550 0.628 0.938
C -2.898340 -19.466531 -12.262599 0.667 1.077 1.578
C -2.605173 -18.173822 -11.911395 -0.317 -2.350 -1.631
C -2.750981 -17.715706 -10.548856 0.283 -1.092 1.983
C -2.894860 -18.884959 -9.761168 -2.361 -0.185 -2.557
N -3.398574 -20.023371 -9.743797 2.714 1.859 -1.272
C -3.381019 -20.462578 -11.236399 0.782 -3.772 -1.954
H -2.404165 -17.566836 -12.774935 0.588 0.848 0.276
H -2.735387 -16.677372 -10.227342 -0.114 -0.555 0.015
H -2.461105 -9.000238 -3.693910 -0.382 2.337 1.217
H -4.320953 -20.854147 -11.590748 -1.055 0.348 0.519
F -8.063021 -22.575607 -14.100073 0.983 0.237 0.186
Sb -7.659057 -22.338414 -15.934530 -0.835 2.262 -3.110
F -5.803869 -21.830724 -15.965024 -1.271 -0.038 0.956
F -7.180146 -24.157622 -15.989018 0.188 0.253 -0.069
F -7.415714 -22.012600 -17.902752 -0.860 -0.414 2.346
F -9.496477 -23.020493 -16.224464 1.661 0.447 -0.916
F -8.625948 -20.330927 -15.596320 1.645 -3.335 -0.533
C -14.925023 -14.696100 -20.359728 -0.034 0.445 -4.191
C -14.888030 -15.495455 -19.158947 0.704 -2.939 0.572
C -15.106999 -14.856112 -17.855009 -1.838 -1.918 1.641
N -15.562523 -15.628772 -16.830040 -0.544 -0.519 -0.018
N -16.201000 -14.963693 -15.775447 1.586 0.892 -1.072
C -16.095784 -13.590765 -15.924876 -2.447 -0.597 2.327
N -16.633356 -12.648116 -15.095108 2.701 -1.818 -2.338
S -15.362411 -13.227897 -17.545570 0.115 0.321 0.132
H -15.930441 -14.708808 -20.869637 0.480 1.285 1.234
H -14.482908 -15.299145 -21.223912 0.425 0.802 1.264
H -14.381116 -13.741042 -20.247787 -0.664 -0.226 -0.546
H -13.898369 -16.030759 -19.142001 -0.931 0.175 0.251
H -15.712638 -16.228032 -19.331145 0.843 -0.068 0.678
H -15.660361 -12.494292 -3.717597 3.418 -0.468 1.775
H -16.074681 -12.765534 -14.240473 -0.857 -0.074 0.206
Se -15.520698 -19.557923 -13.750286 1.119 -0.422 0.082
C -13.981769 -20.619270 -13.737411 -1.758 0.413 -0.494
N -13.163957 -21.431985 -13.868915 0.283 0.108 0.307
O -2.430819 -9.798561 -4.148560 0.906 -2.281 -0.959

Record 2
107
Properties=species:S:1:pos:R:3:forces:R:3 method="wB97M-V/def2-TZVPD" total_energy_ev=-190400.656 total_charge=+1 homo_lumo_gap_ev=6.333
Ti -0.458728 0.173230 -0.056685 -0.330 0.382 0.160
C -0.136634 -4.650673 -2.459839 0.012 -0.005 -0.011
S -1.070246 -4.586201 -0.922565 0.019 -0.028 0.026
C -0.805028 -2.962284 -0.357922 -0.139 0.075 -0.043
S 0.190895 -1.859311 -1.240478 -0.076 -0.038 0.015
N -1.432438 -2.693936 0.750283 0.026 -0.029 0.040
N -1.161270 -1.431639 1.194149 -0.015 -0.090 -0.046
C -1.518394 -1.149198 2.389458 -0.038 0.035 -0.020
C -1.015406 0.098008 2.948031 -0.205 0.026 -0.138
C -1.341780 0.515534 4.223344 -0.104 0.127 0.021
C -0.724387 1.651035 4.728819 -0.060 -0.022 -0.009
C 0.197541 2.311296 3.938603 0.009 -0.025 0.004
C 0.442109 1.845898 2.655366 -0.025 0.061 0.009
N -0.147404 0.761120 2.157670 -0.122 -0.011 -0.043
H -0.286930 -5.661793 -2.834968 0.005 0.001 -0.001
H 0.924349 -4.485187 -2.289523 0.005 -0.003 0.007
H -0.517603 -3.936979 -3.186527 -0.005 0.001 0.002
H -2.074135 -1.866916 2.984894 0.007 0.010 0.011
H -2.053232 -0.050744 4.808525 0.002 -0.007 0.002
H -0.954439 2.004292 5.724721 -0.002 -0.001 0.002
H 0.715973 3.191933 4.289077 0.000 0.005 0.006
H 1.122286 2.374878 2.001513 -0.023 0.000 -0.007
C 3.204347 -3.999412 0.802028 0.007 -0.003 0.069
C 3.601554 -2.518663 0.796016 0.040 -0.012 0.015
C 5.056836 -2.329274 1.267859 -0.088 -0.014 -0.074
C 3.555155 -2.043444 -0.661482 -0.042 -0.055 -0.090
P 2.281735 -1.548391 1.731756 -0.007 0.067 -0.119
C 3.088845 0.110207 1.865211 0.033 -0.025 -0.049
N 2.753971 0.989223 0.748693 0.077 -0.061 -0.020
B 1.566977 1.156758 -0.063547 0.075 -0.002 0.044
N 1.792273 2.363822 -0.804163 -0.017 -0.016 -0.053
C 0.926515 2.971460 -1.783498 0.034 -0.007 0.018
P -0.079420 1.625691 -2.532031 0.029 -0.118 -0.043
C -1.441456 2.577726 -3.493519 -0.001 0.028 -0.009
C -1.137263 2.812419 -4.977907 0.014 -0.033 0.008
C -1.651819 3.982238 -2.904164 -0.004 -0.008 0.025
C -2.757818 1.801487 -3.410925 0.000 -0.011 0.007
C 1.128084 0.832663 -3.762347 -0.021 -0.012 -0.015
C 2.299796 0.233484 -2.973728 0.032 -0.002 0.030
C 1.767816 1.765759 -4.806284 -0.040 0.015 0.016
C 0.400104 -0.316331 -4.475301 0.026 -0.007 -0.001
C 3.039419 2.888502 -0.485046 -0.001 -0.020 0.014
C 3.683689 4.025120 -0.948065 0.012 -0.011 -0.007
C 4.946251 4.306518 -0.444082 -0.001 -0.001 0.007
C 5.535610 3.478690 0.506574 0.000 0.004 0.001
C 4.886210 2.344532 0.978115 -0.031 -0.008 -0.001
C 3.631529 2.044864 0.463161 -0.023 0.073 0.065
C 2.164893 -2.186622 3.518134 0.019 -0.029 0.021
C 1.071012 -3.267048 3.475782 -0.001 -0.026 -0.025
C 3.401445 -2.773115 4.201953 0.073 0.047 -0.107
C 1.662297 -1.052476 4.417177 0.002 0.067 -0.060
H 3.821039 -4.538560 0.078324 -0.002 -0.001 -0.001
H 2.157004 -4.127442 0.514263 -0.017 -0.011 -0.014
H 3.350783 -4.473295 1.771948 -0.004 0.002 0.016
H 5.646061 -3.203937 0.981075 -0.010 0.014 -0.033
H 5.176492 -2.194165 2.334639 -0.052 -0.052 0.250
H 5.510715 -1.468249 0.773422 -0.019 0.028 0.040
H 4.352479 -2.545664 -1.216619 0.036 -0.006 0.007
H 3.720356 -0.967708 -0.746013 0.006 -0.004 0.011
H 2.604875 -2.294655 -1.134423 0.226 0.042 0.067
H 4.171803 0.007098 1.908546 0.032 -0.048 0.018
H 2.782348 0.576195 2.805284 0.010 0.027 -0.018
H 1.513064 3.487117 -2.546676 0.000 -0.007 0.003
H 0.261002 3.700899 -1.320757 0.005 -0.007 0.003
H -0.266306 3.446126 -5.126184 0.034 0.007 -0.005
H -1.995865 3.341122 -5.398747 -0.001 -0.005 -0.003
H -1.016577 1.895556 -5.548907 0.021 -0.026 -0.008
H -0.784381 4.622726 -3.068768 0.005 0.002 0.002
H -1.897723 3.978978 -1.846556 0.006 0.007 -0.037
H -2.491403 4.435757 -3.435917 -0.003 0.002 -0.001
H -2.687903 0.840848 -3.923783 0.001 0.020 0.000
H -3.534883 2.381357 -3.914502 -0.005 0.006 0.001
H -3.072841 1.634206 -2.381929 0.009 0.004 -0.037
H 2.989370 1.002278 -2.622401 0.001 -0.002 -0.005
H 2.854560 -0.432238 -3.640599 0.002 -0.003 -0.003
H 1.981839 -0.350500 -2.114988 0.016 -0.002 -0.010
H 2.046381 2.738748 -4.400102 0.003 -0.004 0.002
H 1.145028 1.921010 -5.679303 -0.050 0.022 -0.019
H 2.690468 1.293610 -5.150978 -0.007 -0.001 -0.008
H 0.179659 -1.130188 -3.784229 0.004 0.015 -0.019
H 1.053782 -0.717981 -5.253610 0.001 0.000 -0.004
H -0.527515 -0.004087 -4.955258 -0.015 0.018 -0.011
H 3.218706 4.683197 -1.670397 0.000 0.001 0.001
H 5.472589 5.186896 -0.786707 0.002 0.000 -0.002
H 6.514637 3.725817 0.894176 0.002 -0.004 -0.002
H 5.357062 1.726803 1.729999 0.004 -0.014 0.003
H 1.387307 -4.148564 2.918127 -0.007 0.005 -0.026
H 0.154286 -2.897109 3.010564 0.090 -0.076 0.041
H 0.835503 -3.587901 4.494127 0.009 -0.009 0.004
H 3.834818 -3.612612 3.663348 0.026 -0.012 -0.049
H 3.103279 -3.139489 5.188832 0.011 0.001 -0.008
H 4.176189 -2.021986 4.361134 0.036 0.014 -0.051
H 1.356259 -1.475939 5.377541 -0.011 -0.009 0.005
H 0.800619 -0.540289 3.992598 0.339 -0.153 0.154
H 2.437200 -0.313321 4.622945 0.023 -0.022 0.019
Br -6.497261 -2.634004 -2.607820 -0.003 0.000 -0.002
C -4.924476 -1.801967 -2.013894 0.004 0.011 0.006
C -4.877298 -1.197483 -0.769772 -0.007 -0.010 -0.007
C -3.693083 -0.602902 -0.378902 0.010 0.010 0.013
N -2.584909 -0.584628 -1.126647 0.038 -0.058 0.004
C -2.659007 -1.171342 -2.324908 -0.004 -0.011 0.009
C -3.796045 -1.783869 -2.814977 -0.001 -0.003 0.009
H -5.735593 -1.187152 -0.114394 -0.001 0.000 0.000
H -3.635894 -0.109839 0.582045 0.007 -0.005 0.005
H -1.759606 -1.154627 -2.922229 -0.002 0.005 -0.004
H -3.794117 -2.234164 -3.797010 -0.003 -0.003 -0.001
I -2.080926 2.350888 0.367238 0.066 0.016 0.044